{"formula": "C5H13N2S", "method": "wB97M-V/def2-TZVPD", "elements": ["C", "C", "C", "C", "C", "N", "N", "S", "H", "H", "H", "H", "H", "H", "H", "H", "H", "H", "H", "H", "H"], "coordinates": [[-0.052, -0.246, 1.321], [2.106, 0.501, 0.190], [1.168, -0.307, 0.492], [-2.119, 1.135, -0.411], [-3.581, 1.574, -0.233], [3.187, 0.928, -0.385], [1.904, -2.651, -0.361], [-1.680, -0.402, 0.428], [-0.131, -1.133, 2.013], [-0.057, 0.697, 1.934], [-1.944, 0.941, -1.545], [1.467, -1.242, -0.281], [-1.365, 1.974, -0.004], [-3.817, 2.598, -0.616], [-3.931, 1.554, 0.758], [-4.237, 0.960, -0.740], [3.386, 1.673, -1.066], [4.033, 0.542, -0.036], [0.946, -3.011, -0.271], [2.606, -3.154, 0.157], [2.111, -2.929, -1.343]], "forces_ev_per_a": [[-1.19, 0.27, 1.37], [0.08, -0.41, -1.49], [0.27, 1.72, -1.08], [1.88, 2.03, -1.21], [1.12, 1.66, -0.14], [-0.04, 0.14, 0.61], [-0.55, -0.95, -2.84], [0.25, -0.81, 0.44], [0.24, 0.97, -0.63], [0.01, -1.04, -0.46], [-0.02, 0.68, 1.98], [-0.01, 0.48, 1.25], [-1.65, -1.76, -1.11], [0.75, -0.70, 0.18], [-0.03, 0.02, 1.57], [-1.22, -1.61, -1.33], [-1.20, -0.40, 0.28], [0.91, -0.19, 0.54], [0.60, -0.38, 0.67], [-0.19, -0.17, 0.78], [-0.02, 0.45, 0.63]], "largest_force_ev_per_a": 3.05, "total_charge": 1, "homo_lumo_gap_ev": 8.075, "total_energy_ev": -19201.7609, "relative_energy_ev": 3.109, "lumo_energy_ev": -3.89}